<1>
Below is a molecular structure, C31H49FKN13O3, with properties calculated with ωB97M-V/def2-TZVPD.

Geometry (Å):
K (1.01, 1.38, 1.50)
N (1.89, 3.23, 3.40)
C (3.27, 3.69, 3.42)
C (4.23, 2.56, 3.08)
N (4.18, 2.06, 1.70)
C (4.70, 3.07, 0.77)
C (4.71, 2.67, -0.70)
N (3.43, 2.50, -1.36)
C (4.91, 0.80, 1.58)
C (4.14, -0.27, 0.82)
N (3.03, -0.76, 1.63)
H (1.22, 3.99, 3.45)
H (1.68, 2.57, 4.14)
H (3.58, 4.10, 4.39)
H (3.36, 4.51, 2.70)
H (3.99, 1.72, 3.74)
H (5.25, 2.89, 3.33)
H (5.74, 3.34, 1.06)
H (4.09, 3.97, 0.87)
H (5.31, 1.76, -0.84)
H (5.26, 3.46, -1.23)
H (2.88, 3.35, -1.30)
H (2.85, 1.83, -0.87)
H (5.12, 0.41, 2.58)
H (5.89, 0.96, 1.11)
H (4.84, -1.07, 0.51)
H (3.73, 0.15, -0.10)
H (3.35, -1.46, 2.29)
H (2.31, -1.18, 1.06)
C (-4.14, 0.79, -3.75)
C (-2.93, 1.34, -4.48)
N (-1.69, 1.12, -3.73)
C (-1.34, 2.05, -2.80)
C (-0.38, 1.92, -1.85)
C (-0.22, 3.15, -0.92)
O (-1.13, 3.99, -1.00)
O (0.81, 3.19, -0.21)
C (0.30, 0.65, -1.76)
O (1.01, 0.25, -0.83)
C (0.02, -0.30, -2.86)
C (0.70, -1.52, -2.86)
C (0.27, -2.53, -3.66)
F (0.87, -3.75, -3.63)
C (-0.87, -2.38, -4.47)
C (-1.48, -1.16, -4.54)
C (-1.04, -0.09, -3.75)
N (-1.52, -3.53, -5.04)
C (-0.80, -4.26, -6.08)
C (-1.78, -5.33, -6.62)
N (-3.15, -4.99, -6.11)
C (-3.23, -5.16, -4.61)
C (-2.02, -4.45, -4.01)
H (-5.05, 1.01, -4.30)
H (-4.22, 1.25, -2.76)
H (-4.06, -0.29, -3.59)
H (-3.02, 2.42, -4.63)
H (-2.82, 0.90, -5.47)
H (-1.91, 2.97, -2.80)
H (1.51, -1.67, -2.16)
H (-2.40, -1.09, -5.11)
H (0.10, -4.75, -5.71)
H (-0.52, -3.56, -6.87)
H (-1.55, -6.33, -6.25)
H (-1.81, -5.35, -7.70)
H (-3.87, -5.51, -6.59)
H (-3.27, -3.98, -6.27)
H (-3.25, -6.23, -4.41)
H (-4.17, -4.71, -4.30)
H (-1.25, -5.17, -3.72)
H (-2.32, -3.87, -3.14)
N (-2.90, -2.26, -1.93)
C (-2.99, -1.42, -1.13)
N (-3.27, -0.52, -0.25)
C (-2.44, 0.17, 0.49)
N (-1.79, 0.77, 1.25)
C (-3.34, 1.66, 5.33)
C (-2.46, 2.63, 4.56)
N (-1.27, 1.97, 4.07)
C (-0.70, 0.89, 4.72)
N (0.35, 0.36, 4.18)
C (0.92, -0.84, 4.76)
C (0.00, -1.57, 5.73)
C (-0.60, -0.54, 6.67)
N (-1.29, 0.47, 5.89)
C (-2.51, 1.05, 6.43)
H (-3.70, 0.88, 4.66)
H (-4.21, 2.17, 5.76)
H (-2.19, 3.47, 5.21)
H (-2.99, 3.05, 3.70)
H (-1.26, 1.83, 3.06)
H (1.86, -0.58, 5.27)
H (1.20, -1.51, 3.94)
H (0.55, -2.33, 6.29)
H (-0.81, -2.06, 5.19)
H (0.18, -0.08, 7.29)
H (-1.33, -0.99, 7.35)
H (-2.27, 1.82, 7.18)
H (-3.06, 0.26, 6.94)

Calculated values
Gap between HOMO and LUMO in eV: 6.1
Multiplicity: 1

<2>
Below is a molecular structure, C31H49FKN13O3, with properties calculated with ωB97M-V/def2-TZVPD.

Geometry (Å):
K (0.06, 0.73, -0.18)
N (0.27, -2.23, -0.99)
C (-0.38, -3.18, -0.09)
C (-1.64, -2.57, 0.51)
N (-1.46, -1.28, 1.17)
C (-0.78, -1.42, 2.46)
C (0.75, -1.28, 2.48)
N (1.20, 0.08, 2.24)
C (-2.73, -0.57, 1.31)
C (-3.38, -0.10, 0.01)
N (-2.67, 1.00, -0.63)
H (-0.41, -1.98, -1.72)
H (1.04, -2.66, -1.49)
H (0.33, -3.47, 0.69)
H (-0.70, -4.10, -0.60)
H (-2.08, -3.30, 1.21)
H (-2.35, -2.46, -0.31)
H (-1.01, -2.39, 2.91)
H (-1.18, -0.66, 3.14)
H (1.19, -1.93, 1.72)
H (1.06, -1.67, 3.45)
H (2.15, 0.22, 2.57)
H (0.61, 0.78, 2.69)
H (-2.55, 0.30, 1.94)
H (-3.48, -1.20, 1.83)
H (-4.42, 0.16, 0.25)
H (-3.44, -0.91, -0.72)
H (-2.77, 1.89, -0.14)
H (-2.88, 1.09, -1.61)
C (-4.88, 5.49, -0.68)
C (-3.66, 6.37, -0.96)
N (-2.42, 5.61, -1.04)
C (-1.79, 5.28, 0.15)
C (-0.78, 4.39, 0.28)
C (-0.50, 3.76, 1.67)
O (-0.03, 4.47, 2.56)
O (-0.89, 2.57, 1.67)
C (-0.17, 3.87, -0.92)
O (0.78, 3.10, -0.98)
C (-0.87, 4.21, -2.18)
C (-0.43, 3.54, -3.32)
C (-1.21, 3.52, -4.43)
F (-0.80, 2.89, -5.55)
C (-2.49, 4.09, -4.41)
C (-2.87, 4.86, -3.32)
C (-2.05, 4.95, -2.19)
N (-3.44, 3.76, -5.42)
C (-3.44, 2.39, -5.90)
C (-4.81, 2.13, -6.57)
N (-5.74, 3.21, -6.09)
C (-5.35, 4.55, -6.64)
C (-3.82, 4.70, -6.45)
H (-5.78, 6.10, -0.64)
H (-4.76, 4.99, 0.28)
H (-5.01, 4.73, -1.45)
H (-3.54, 7.09, -0.16)
H (-3.78, 6.94, -1.88)
H (-2.23, 5.74, 1.04)
H (0.50, 2.98, -3.27)
H (-3.88, 5.27, -3.32)
H (-3.28, 1.72, -5.05)
H (-2.65, 2.17, -6.63)
H (-5.22, 1.16, -6.31)
H (-4.76, 2.22, -7.65)
H (-5.64, 3.26, -5.08)
H (-6.71, 2.99, -6.32)
H (-5.90, 5.30, -6.08)
H (-5.65, 4.58, -7.69)
H (-3.59, 5.72, -6.13)
H (-3.29, 4.52, -7.40)
N (-2.63, -3.48, -2.64)
C (-2.63, -2.64, -3.44)
N (-2.64, -1.72, -4.39)
C (-2.23, -0.53, -4.06)
N (-1.87, 0.55, -3.79)
C (2.33, -0.53, -6.13)
C (1.04, -0.52, -5.34)
N (1.24, 0.29, -4.15)
C (2.34, 0.10, -3.34)
N (2.24, 0.33, -2.09)
C (3.41, 0.32, -1.24)
C (4.72, 0.41, -2.01)
C (4.66, -0.56, -3.17)
N (3.53, -0.23, -4.01)
C (3.45, -1.01, -5.24)
H (2.55, 0.48, -6.48)
H (2.24, -1.18, -7.00)
H (0.75, -1.55, -5.09)
H (0.22, -0.09, -5.91)
H (0.39, 0.45, -3.61)
H (3.40, -0.60, -0.64)
H (3.33, 1.14, -0.52)
H (5.58, 0.19, -1.37)
H (4.85, 1.43, -2.40)
H (4.59, -1.59, -2.79)
H (5.56, -0.50, -3.79)
H (3.31, -2.08, -5.01)
H (4.41, -0.92, -5.75)

Calculated values
Gap between HOMO and LUMO in eV: 6.0
Multiplicity: 1

Of all the structures shown, which is most stable? <1>, and <2> is the least stable.